1.
178
Properties=species:S:1:pos:R:3:forces:R:3 method="wB97M-V/def2-TZVPD" homo_energy_ev=-8.80 e_lumo_ha=-0.0038
C 4.22041 -0.54866 3.00719 0.275 0.534 -0.125
B 3.81486 0.17608 1.67640 0.151 0.234 0.037
O 3.49698 1.53945 1.72315 0.483 -0.302 -0.765
C 3.76908 -0.58901 0.24971 -1.316 -0.292 0.444
C 2.81491 0.12590 -0.73023 0.022 -0.315 -0.328
C 2.15383 -0.74523 -1.81232 0.243 0.680 -0.075
C 3.09784 -1.51292 -2.75373 -0.819 -0.944 -0.122
C 2.54850 -2.91988 -3.10593 0.053 -0.154 0.093
N 3.49676 -4.01480 -2.76916 -0.068 0.056 0.031
C 3.28395 -2.02208 0.52456 0.549 0.163 0.521
C 1.91836 -2.15061 1.21716 -0.209 -0.734 -0.711
C 1.11801 -3.34910 0.66067 -0.294 0.158 0.453
C 0.24985 -4.05577 1.72604 -0.087 -0.502 -0.899
C -1.05837 -4.55219 1.08257 0.467 0.377 -0.318
C -2.07765 -3.42544 0.92897 -0.099 -0.477 0.147
C -3.33542 -3.82808 0.14874 -0.247 0.378 0.032
C -3.29389 -3.41170 -1.32248 0.106 -0.038 0.042
C -3.49053 -1.90862 -1.53110 -0.108 -0.334 -0.439
C -4.96503 -1.45995 -1.40995 0.622 0.674 0.259
C -5.11801 -0.40510 -0.30888 -0.319 -0.330 -0.073
C -6.52217 0.18338 -0.23737 0.189 0.140 0.541
N -6.64901 1.11218 0.89226 -0.104 0.098 -0.097
C -7.68452 1.16999 1.77803 -0.388 -0.168 0.348
C -7.43555 2.14685 2.70684 0.471 0.550 0.146
C -6.18407 2.73892 2.36524 -0.296 -0.424 -0.153
C -5.75186 2.07592 1.24765 0.634 0.330 -0.011
O 5.10900 -0.76667 -0.26892 0.001 0.176 0.021
C 5.81426 0.40636 -0.55604 0.662 0.140 -0.537
C 7.02625 0.49047 0.36581 0.186 -0.452 -0.313
O 7.68595 1.73345 0.15096 -0.243 0.145 0.187
C 8.97785 1.62323 -0.35845 0.992 -0.048 0.018
N 9.63723 2.94527 -0.32490 -1.231 -0.163 -0.237
C 8.92958 3.92138 -0.45199 0.734 -0.021 0.124
S 8.10631 5.24067 -0.58810 -0.164 0.120 0.003
C 6.30727 0.39505 -2.02911 -0.262 0.188 0.071
C 6.40893 1.77683 -2.62692 0.288 0.019 0.031
O 7.40938 2.24579 -3.08578 0.056 -0.016 -0.005
O 5.21674 2.46552 -2.69524 -0.042 -0.071 0.091
H 5.05150 -1.24083 2.85997 -0.025 -0.072 0.111
H 4.46666 0.18916 3.77564 0.164 -0.090 0.030
H 3.38681 -1.12146 3.41254 -0.021 -0.125 -0.095
H 4.27421 2.06784 1.93687 -0.301 0.136 0.554
H 2.01474 0.57063 -0.13415 0.004 0.087 -0.012
H 3.29887 0.97289 -1.22501 0.159 0.018 0.160
H 1.41195 -1.39673 -1.35347 0.154 -0.221 0.044
H 1.57898 -0.06856 -2.44734 -0.171 -0.061 0.102
H 4.08853 -1.67195 -2.33056 0.073 0.328 0.008
H 3.14445 -0.98530 -3.70634 0.416 0.254 0.141
H 2.32570 -2.95447 -4.16925 0.037 -0.089 0.091
H 1.59673 -3.10559 -2.59719 0.012 0.193 0.103
H 4.18337 -3.69682 -2.09429 -0.022 0.089 -0.033
H 2.99400 -4.75209 -2.28907 0.066 -0.095 -0.114
H 4.02331 -2.46981 1.19621 0.030 -0.092 -0.148
H 3.32678 -2.61762 -0.38596 -0.175 0.115 -0.121
H 2.04167 -2.35156 2.27958 0.128 0.302 0.090
H 1.30373 -1.25753 1.08008 0.060 0.118 0.222
H 1.79637 -4.08896 0.22943 0.068 0.036 -0.002
H 0.45762 -3.02340 -0.14666 0.138 0.101 -0.117
H 0.80899 -4.93667 2.04700 0.019 0.169 0.454
H 0.05230 -3.41210 2.58062 -0.020 -0.040 0.087
H -0.78438 -4.88083 0.07632 -0.131 -0.217 -0.012
H -1.46636 -5.42644 1.59510 -0.162 0.175 0.184
H -1.59120 -2.60027 0.39960 0.005 0.111 0.159
H -2.34625 -3.06933 1.92697 0.011 0.110 -0.030
H -3.53426 -4.89997 0.22089 0.156 -0.035 0.077
H -4.20161 -3.34746 0.61269 -0.067 -0.077 -0.047
H -4.07334 -3.94107 -1.87760 0.022 -0.019 -0.026
H -2.34375 -3.72019 -1.76715 0.016 -0.027 0.065
H -3.13676 -1.66543 -2.53589 0.025 0.066 0.039
H -2.85344 -1.34057 -0.84824 -0.051 -0.012 0.085
H -5.24409 -0.97986 -2.35104 -0.281 -0.243 -0.054
H -5.60734 -2.31880 -1.21863 -0.095 -0.002 -0.053
H -4.37118 0.36970 -0.49561 -0.029 0.108 0.090
H -4.90535 -0.84985 0.66791 0.182 0.024 -0.021
H -7.22724 -0.61888 -0.02017 -0.110 0.003 -0.277
H -6.80596 0.69534 -1.15859 -0.053 -0.104 -0.070
H -8.55248 0.52893 1.72711 0.181 -0.192 -0.280
H -8.04095 2.44318 3.54972 -0.076 -0.075 -0.049
H -5.65915 3.53478 2.86440 -0.143 0.013 0.145
H -4.83729 2.27351 0.70815 -0.037 -0.350 -0.155
H 5.23290 1.32390 -0.43150 -0.330 -0.206 0.275
H 6.74784 0.35206 1.41412 -0.047 0.321 0.024
H 7.69902 -0.33621 0.11281 -0.072 -0.084 0.078
H 9.59772 0.93757 0.22696 -0.112 0.039 0.135
H 9.00552 1.30148 -1.40348 -0.199 -0.013 -0.030
H 5.59330 -0.15514 -2.64411 -0.110 -0.006 0.124
H 7.27589 -0.09439 -2.10991 0.026 -0.036 -0.041
H 5.05133 2.94564 -1.87446 -0.020 0.032 -0.038
O 10.80210 7.53664 -0.41426 -0.112 0.188 -0.012
H 10.20774 6.95958 0.07716 0.076 -0.046 0.000
H 10.21306 8.12160 -0.90268 0.012 -0.080 -0.093
O 3.76012 -3.30823 4.60780 0.135 -0.099 0.191
H 4.45107 -3.60491 3.99746 -0.260 -0.134 -0.166
H 4.14265 -3.39466 5.48655 -0.019 0.071 0.010
O 0.93429 -4.20306 4.98547 -0.140 -0.093 0.160
H 1.20962 -3.29610 4.81893 0.082 -0.041 -0.009
H 1.73767 -4.70826 4.82585 0.068 0.153 -0.049
O 1.18015 0.49540 -4.77565 0.106 0.079 -0.091
H 1.75595 1.22028 -4.51070 -0.066 0.045 -0.004
H 1.50615 0.24244 -5.64789 0.003 -0.116 -0.026
O -10.77288 2.60179 2.55085 -0.102 0.218 0.030
H -10.63049 3.55986 2.50380 -0.004 0.030 0.332
H -9.89117 2.22985 2.46869 0.061 0.015 -0.212
O 1.49520 -0.02818 -7.87963 0.059 -0.018 -0.042
H 1.86917 -0.00382 -8.76593 0.015 0.062 0.012
H 0.66187 0.45032 -7.95037 -0.032 -0.060 0.067
O -13.14344 2.51152 0.85775 -0.023 0.080 0.075
H -12.87659 2.96228 0.05039 -0.055 0.091 0.034
H -12.40985 2.66936 1.47284 0.001 -0.294 -0.107
O 4.48741 -4.96019 2.34235 0.281 0.189 0.194
H 4.44121 -5.83793 2.73769 -0.115 -0.097 -0.211
H 5.28442 -4.98920 1.80145 -0.064 0.011 -0.085
O -6.85652 5.30176 4.00918 0.147 0.197 -0.064
H -7.31421 5.03789 4.81948 0.008 -0.155 -0.063
H -6.81163 6.26240 4.03008 -0.046 -0.010 0.066
O -4.75079 5.18459 0.38549 0.081 -0.191 -0.017
H -5.06955 4.43278 0.90047 -0.201 0.108 -0.018
H -4.62174 5.88183 1.03508 0.032 0.047 -0.064
O 8.72388 5.89675 -4.12812 0.021 0.041 0.033
H 9.36727 5.19292 -4.25489 -0.023 -0.008 -0.025
H 8.21704 5.61547 -3.35875 -0.005 -0.054 -0.019
O 8.96891 -2.91578 0.15062 0.023 0.163 -0.066
H 9.54118 -2.21633 0.48061 0.052 -0.076 0.050
H 9.31398 -3.11302 -0.73004 -0.086 -0.101 -0.115
O -3.22712 0.23658 3.35001 -0.063 0.022 -0.085
H -2.62120 0.75836 2.81484 0.021 -0.025 0.011
H -4.10204 0.48103 3.02616 -0.005 0.044 0.045
O 12.29824 1.43769 -1.35343 -0.083 -0.088 -0.029
H 11.48839 1.91644 -1.14540 0.088 0.179 0.042
H 12.81501 2.05604 -1.87843 0.016 -0.007 0.015
O -13.46537 5.49427 0.60374 0.025 0.072 -0.037
H -13.96184 4.85382 1.12529 0.070 -0.114 -0.082
H -14.13413 6.05283 0.19197 -0.123 0.030 0.027
O -1.07031 -5.98675 -2.04368 0.187 -0.069 -0.310
H -0.98935 -6.78451 -1.50980 -0.103 0.009 0.011
H -0.29693 -6.00563 -2.61999 0.096 0.040 0.150
O -2.39923 -5.79324 -4.80192 0.111 -0.003 -0.009
H -1.73198 -6.05551 -5.44270 -0.025 0.036 -0.022
H -1.93530 -5.75325 -3.95496 -0.242 -0.056 0.070
O 8.83313 -3.64481 -2.93766 -0.079 0.173 0.077
H 9.22278 -3.57226 -3.81782 0.099 -0.139 0.036
H 8.01060 -3.14655 -2.99134 -0.028 -0.055 0.037
O -8.54683 4.03173 5.92625 -0.158 0.166 0.000
H -8.81449 3.18040 6.28757 0.175 -0.113 -0.078
H -8.58636 4.63211 6.68387 0.012 -0.078 0.108
O -8.27486 0.32904 5.39982 -0.107 0.141 -0.005
H -7.93463 0.41701 4.50074 0.090 0.009 0.058
H -9.18998 0.62291 5.33915 -0.042 -0.132 -0.036
O -16.10139 6.99295 -0.52807 0.024 0.007 -0.034
H -16.93807 7.17622 -0.09045 0.032 -0.019 0.050
H -16.25130 7.21753 -1.45143 0.036 -0.021 -0.002
O -4.56637 3.30978 -2.24473 0.057 0.136 0.098
H -4.86560 2.54162 -1.75032 0.008 -0.048 -0.082
H -4.45207 3.99975 -1.57653 -0.078 0.061 0.028
O 9.62439 -5.61271 -4.86808 -0.015 -0.057 0.004
H 10.18500 -6.36981 -5.06118 0.017 0.036 -0.037
H 9.12510 -5.86362 -4.08281 0.006 0.086 0.024
O 2.47570 -2.57876 -6.29001 0.177 0.035 -0.274
H 3.35783 -2.96437 -6.26106 -0.030 -0.034 0.045
H 2.48743 -1.98535 -7.05012 -0.183 0.070 0.063
O 12.84418 8.76391 1.47825 0.137 0.232 0.132
H 11.97468 8.98552 1.82271 -0.022 -0.083 -0.001
H 12.76138 8.93174 0.53481 -0.051 -0.209 -0.041
O -10.01033 5.37820 3.70796 0.004 -0.182 -0.299
H -9.45747 4.78943 4.24115 -0.072 0.077 0.152
H -9.43062 5.66545 2.99380 0.036 0.058 0.079
O -2.39925 4.19176 -4.20901 -0.039 0.055 -0.007
H -2.33026 5.10915 -3.93063 0.007 -0.002 -0.024
H -3.17114 3.85253 -3.73597 0.015 -0.103 0.071
O -7.26728 4.83681 8.30892 0.044 0.058 -0.027
H -6.46256 4.65763 7.81083 -0.004 -0.062 0.034
H -6.98462 4.94151 9.22226 -0.044 0.026 -0.003
O 3.70478 -7.93728 1.66715 0.073 -0.037 0.184
H 4.20280 -8.71091 1.38337 0.017 0.032 -0.041
H 3.24572 -8.23103 2.46140 -0.090 -0.010 -0.058
O -6.64992 -4.21784 0.35235 -0.129 0.072 0.015
H -7.14783 -4.73074 0.99731 0.053 -0.025 0.011
H -7.30674 -3.64178 -0.05162 -0.009 -0.045 -0.035

=====

2.
55
Properties=species:S:1:pos:R:3:forces:R:3 method="wB97M-V/def2-TZVPD" homo_energy_ev=-0.68 e_lumo_ha=0.1355 charge=-2
Na 13.02313 36.49158 -12.85032 -0.981 -0.149 -0.631
S 10.13139 36.30548 -13.67531 -1.266 -0.618 -1.323
O 10.04357 35.97320 -15.09319 -0.138 -0.748 -0.832
O 10.80120 35.21853 -12.91164 1.146 -1.071 1.108
O 10.99747 37.48279 -13.57523 0.934 1.730 1.255
O 8.77494 36.50028 -13.13338 -0.089 0.495 0.725
I 14.36771 38.00208 -15.01510 0.602 0.172 -0.015
C 8.73417 31.16864 -9.43891 -0.259 0.683 -0.247
O 9.57900 32.11403 -10.05545 0.191 -0.657 0.634
C 10.82216 32.25076 -9.42344 0.788 1.148 -0.805
C 11.73323 33.15746 -10.27647 0.114 -0.995 0.550
N 11.96285 32.63435 -11.64610 0.435 1.904 0.373
C 13.41522 32.54226 -11.91297 -1.055 -1.598 0.023
C 14.31442 33.77030 -11.94461 -0.706 -0.276 -0.066
O 14.31205 34.46731 -13.20163 0.638 -0.680 1.135
C 15.40881 34.10835 -14.00404 -0.295 -0.079 -1.022
H 7.74053 31.49612 -9.75161 -0.146 -0.491 0.106
H 8.77899 31.19566 -8.34198 0.098 0.150 0.013
H 8.93355 30.13856 -9.75365 0.063 0.017 -0.150
H 11.40228 31.33015 -9.27393 -0.523 -0.454 -0.130
H 10.72776 32.74623 -8.44544 -0.233 -0.146 0.139
H 12.66452 33.11999 -9.68577 0.052 0.444 -0.193
H 11.36359 34.18301 -10.32741 -0.095 -0.015 0.136
H 11.61066 33.45952 -12.15640 -0.270 -0.642 -0.930
H 13.55818 31.92997 -12.81179 -0.071 0.535 -0.428
H 13.73342 31.79046 -11.17361 0.539 0.543 0.335
H 15.28615 33.33993 -11.67849 0.409 0.708 -0.174
H 13.98662 34.50827 -11.20889 0.151 -0.119 0.243
H 16.39544 34.27601 -13.56035 -0.126 0.338 0.318
H 15.29569 34.70596 -14.90759 0.255 0.082 0.012
H 15.38485 33.05168 -14.30128 -0.211 -0.094 0.115
C 15.86785 37.83835 -7.27779 -0.406 0.130 -0.637
O 15.41095 37.31523 -8.51046 0.021 0.072 0.439
C 15.94801 37.98248 -9.60365 0.082 -0.026 -2.618
C 15.20718 37.59017 -10.93565 -0.605 -0.336 1.104
N 13.76954 37.39420 -10.73488 -0.690 0.676 0.544
C 12.98460 38.64195 -10.62453 0.323 0.741 0.531
C 11.50466 38.33104 -10.37633 1.042 -0.928 -0.622
O 11.46251 37.27847 -9.41512 -0.442 -0.345 -0.104
C 10.11329 36.85258 -9.26938 0.192 -0.362 0.269
H 15.39909 37.22756 -6.51074 0.281 0.018 0.198
H 15.53477 38.87782 -7.17247 -0.026 0.011 0.099
H 16.96157 37.84086 -7.24303 0.040 -0.233 0.247
H 16.98735 37.69370 -9.81070 0.208 0.157 0.507
H 15.89129 39.07635 -9.57720 -0.041 0.045 0.762
H 15.53256 36.61297 -11.30114 0.585 0.238 -0.062
H 15.37052 38.36453 -11.68550 0.179 -0.211 -0.153
H 13.66139 37.09250 -9.76576 0.042 -0.968 -0.459
H 13.09610 39.27460 -11.50794 -0.075 -0.210 -0.164
H 13.41401 39.20294 -9.77514 -0.240 0.266 0.005
H 11.13128 37.96249 -11.34075 -0.485 0.167 0.049
H 10.91879 39.17588 -10.00178 0.140 0.246 -0.195
H 10.05254 35.91803 -8.70457 0.444 0.235 0.476
H 9.61280 36.55680 -10.19703 0.172 0.709 -0.397
H 9.62550 37.66841 -8.72915 -0.694 -0.207 -0.096

=====

3.
46
Properties=species:S:1:pos:R:3:forces:R:3 method="wB97M-V/def2-TZVPD" homo_energy_ev="-21.71 / -21.64" s_squared=6.08 e_lumo_ha="-0.5130 / -0.6401" charge=+4 spin_multiplicity=5
C -0.35877 3.06997 -0.80290 -0.117 -2.124 -0.442
N -0.20818 1.83780 -1.37001 -0.299 1.659 0.311
N 0.13071 2.01303 -2.72473 -0.068 1.521 -0.144
C 0.15948 3.33133 -2.96331 0.680 -2.808 -2.324
C -0.15390 4.02188 -1.80068 -0.361 1.093 1.736
B 0.30209 0.72098 -3.62309 0.096 -0.439 -0.516
N 1.39361 -0.16948 -2.94718 0.549 -0.057 0.207
N 1.18781 -0.50637 -1.60336 0.537 -1.268 -0.478
C 2.20773 -1.34034 -1.23244 0.011 0.278 -0.713
C 3.03690 -1.54164 -2.32980 0.394 -0.789 1.550
C 2.52269 -0.77611 -3.36647 -1.572 1.364 -0.726
Os -0.48731 -0.01176 -0.64966 0.667 1.148 -0.438
N -1.03671 -0.10348 -3.52705 -0.465 -0.023 -0.135
N -1.47709 -0.48069 -2.24194 -0.379 -0.518 -1.206
C -2.64801 -1.18004 -2.39417 0.228 0.314 -1.042
C -2.93652 -1.26360 -3.75557 -0.316 -0.223 1.342
C -1.92080 -0.57656 -4.42955 1.354 0.824 0.539
H -3.22255 -1.55384 -1.56156 0.074 -0.035 0.154
H -1.81047 -0.40666 -5.50161 0.099 0.011 0.307
H -3.78378 -1.75358 -4.19961 -0.159 -0.093 -0.093
H 0.56683 0.99318 -4.75652 -0.063 0.012 0.326
H 2.89405 -0.61226 -4.38047 -0.114 -0.153 0.298
H 0.40968 3.69776 -3.96274 -0.125 0.002 0.327
H 3.89236 -2.20636 -2.37297 -0.037 0.185 -0.018
H -0.26206 5.08224 -1.65677 0.078 0.306 -0.171
H 2.24476 -1.75791 -0.23104 0.106 0.080 -0.271
H -0.67175 3.18269 0.22657 0.151 0.074 -0.212
H -0.56304 -1.57950 0.43868 -0.100 -0.506 0.145
C -0.14304 -2.21943 1.29225 0.377 -0.905 0.522
H 0.21958 -3.17634 0.86516 -0.161 0.739 -0.093
H 0.65904 -1.72735 1.87796 -0.559 -0.005 -0.563
H -1.00243 -2.47190 1.93197 0.144 0.415 -0.308
Cl 0.61283 0.08116 6.92861 -0.891 0.298 -1.531
C -0.20426 0.33024 5.44333 0.795 -0.343 1.933
C -1.56903 0.01550 5.32948 -1.478 -0.194 -0.704
C -2.21029 0.16545 4.09707 0.007 -0.163 1.093
C -1.50465 0.66021 2.98997 0.053 -0.421 0.069
C -0.15648 1.01563 3.12707 0.998 -0.001 0.750
C 0.50336 0.83717 4.34291 0.515 0.716 -1.817
C -2.15644 0.64301 1.62772 -3.155 -0.499 1.285
O -3.33376 0.31761 1.46148 3.486 0.695 -0.097
O -1.32401 1.07214 0.65285 -0.894 -0.174 0.642
H -2.10538 -0.35786 6.19763 0.013 0.026 -0.126
H -3.25608 -0.10609 3.98184 0.112 0.036 0.089
H 0.38276 1.40258 2.26163 -0.008 -0.047 0.465
H 1.56080 1.07670 4.43399 -0.203 -0.009 0.074

=====

4.
17
Properties=species:S:1:pos:R:3:forces:R:3 method="wB97M-V/def2-TZVPD" homo_energy_ev="-14.98 / -12.85" de_lowest_kcal_mol=50.5 s_squared=0.76 e_lumo_ha="-0.1128 / -0.3449" charge=+1 spin_multiplicity=2
N -2.45917 -1.13685 0.28206 -0.559 1.648 2.276
C -2.10206 -0.40085 -0.92534 -0.451 -0.108 -0.670
N -1.25167 -1.14925 -1.90434 1.289 -1.905 3.434
H -3.40742 -1.12136 0.73725 0.547 -0.556 -1.629
H -1.92187 -0.69319 1.06796 0.007 -1.345 -0.891
H -1.54326 0.39697 -0.43929 0.544 0.614 -0.937
H -2.93081 -0.03296 -1.54590 -0.111 -0.061 0.787
H -0.65926 -1.78815 -1.23252 -0.696 1.579 -1.779
H -1.82831 -1.89168 -2.29291 -0.361 0.210 -0.449
N 1.38785 0.81975 0.10234 -0.396 3.539 -0.912
C 2.54072 0.58434 0.99027 0.731 0.900 1.377
O 3.22253 1.77226 1.50279 -1.405 -0.417 -1.127
H 1.19957 1.89964 -0.00237 0.260 -2.536 0.859
H 1.40712 0.55206 -0.91161 0.466 -0.553 1.410
H 3.19005 -0.02854 0.39084 0.947 0.085 -0.169
H 2.44147 0.02338 1.94149 -1.306 -0.310 -0.794
H 2.71454 2.19442 2.23929 0.495 -0.788 -0.784